[1]
Entry from the Open Molecules 2025 dataset: a structure of composition C6H11N3 (wB97M-V/def2-TZVPD).

For the total energy, the calculation gives -10863.596 eV. For the energy above the lowest of the compared OMol25 structures with the same formula, charge and spin, the calculation gives 166.6 kcal/mol. The value obtained for the LUMO energy is 0.7852 eV. For the HOMO energy, the calculation gives -8.631 eV. Its frontier orbital gap is 9.42 eV.

```
! wB97M-V def2-TZVPD RIJCOSX def2/J DEFGRID3
* xyz 0 1
C -1.05 -0.10 1.61
C 0.70 0.32 0.45
C 1.76 0.79 -0.31
C -0.26 0.61 -1.93
C -0.99 -0.74 0.17
C 0.49 -0.95 -0.11
H -1.50 -0.60 2.47
H -1.68 0.73 1.51
H 0.87 -0.77 2.22
H -0.03 1.10 0.32
H 1.84 1.90 0.04
H 2.64 0.13 -0.62
H -0.63 0.98 -2.96
H -2.03 -0.28 -1.70
H -1.90 -1.54 -0.01
H 0.73 -1.66 0.72
H 0.83 -1.09 -1.13
N 0.42 0.03 1.94
N 1.03 1.01 -1.73
N -1.24 0.13 -0.98
*
```

[2]
Entry from the Open Molecules 2025 dataset: a structure of composition C16H44ClN4O4Pd2 (wB97M-V/def2-TZVPD).

For the total energy, the calculation gives -50905.667 eV. For the energy above the lowest of the compared OMol25 structures with the same formula, charge and spin, the calculation gives 0.0 kcal/mol. The value obtained for the LUMO energy (alpha / beta) is -8.1540 / -13.1762 eV. For the HOMO energy (alpha / beta), the calculation gives -16.697 / -16.697 eV. Its frontier orbital gap (alpha / beta) is 8.54 / 3.52 eV.

```
! wB97M-V def2-TZVPD RIJCOSX def2/J DEFGRID3
* xyz 3 5
Pd -1.28 0.58 -2.81
Pd 2.85 -0.79 -1.43
Cl 0.21 -0.21 -1.00
C 1.41 -3.85 0.65
C 2.34 -2.62 0.94
C 3.01 -2.63 2.31
O 3.73 -1.43 2.35
C 4.24 -1.17 3.69
N 3.32 -2.65 -0.08
H 0.65 -3.91 1.43
H 1.97 -4.79 0.71
H 0.90 -3.79 -0.31
H 1.76 -1.70 0.86
H 3.67 -3.48 2.53
H 2.24 -2.67 3.08
H 4.75 -0.20 3.66
H 4.99 -1.83 4.13
H 3.50 -1.00 4.47
H 3.05 -3.48 -0.59
H 4.15 -3.00 0.38
C 0.23 2.44 2.40
C 1.06 3.41 1.54
C 2.13 4.18 2.37
O 1.64 5.13 3.27
C 2.65 5.97 3.84
N 1.68 2.55 0.47
H -0.78 2.22 2.05
H -0.02 2.86 3.37
H 0.79 1.52 2.57
H 0.52 4.16 0.98
H 2.74 4.52 1.53
H 2.65 3.37 2.88
H 2.21 6.78 4.42
H 3.29 6.39 3.07
H 3.34 5.43 4.49
H 1.73 3.15 -0.35
H 1.00 1.89 0.14
C -2.42 3.97 -0.26
C -2.04 2.57 -0.73
C -3.21 1.69 -0.59
O -2.86 0.40 -1.08
C -4.02 -0.49 -0.94
N -1.53 2.68 -2.06
H -3.22 4.39 -0.86
H -1.62 4.70 -0.35
H -2.76 3.96 0.78
H -1.23 2.25 -0.08
H -4.10 1.99 -1.15
H -3.52 1.71 0.46
H -4.26 -0.74 0.09
H -3.75 -1.43 -1.42
H -4.89 -0.23 -1.55
H -0.76 3.33 -2.14
H -2.30 3.18 -2.48
C -1.80 -3.36 -4.80
C -1.76 -2.40 -3.62
C -1.64 -3.12 -2.26
O -2.79 -3.88 -1.97
C -2.55 -4.60 -0.78
N -0.69 -1.43 -3.80
H -0.92 -3.98 -4.94
H -1.88 -2.84 -5.76
H -2.69 -3.99 -4.72
H -2.75 -1.96 -3.75
H -1.59 -2.46 -1.39
H -0.70 -3.67 -2.16
H -2.59 -3.95 0.09
H -1.66 -5.22 -0.70
H -3.32 -5.36 -0.69
H -0.69 -1.18 -4.78
H 0.19 -1.87 -3.59
*
```

[3]
Entry from the Open Molecules 2025 dataset: the molecule C5H10O2 (wB97M-V/def2-TZVPD).

For the total energy, the calculation gives -9441.128 eV. For the energy above the lowest of the compared OMol25 structures with the same formula, charge and spin, the calculation gives 44.2 kcal/mol. The value obtained for the LUMO energy is 0.8831 eV. For the HOMO energy, the calculation gives -9.621 eV. Its frontier orbital gap is 10.50 eV. As for the SMILES: C[C@@H]1[C@H](O)C[C@@H]1O.

```
! wB97M-V def2-TZVPD RIJCOSX def2/J DEFGRID3
* xyz 0 1
C 0.83 -1.49 0.53
C -0.38 -0.59 0.44
C -0.17 0.88 0.89
O 1.18 1.15 1.25
C -0.59 1.35 -0.52
C -0.76 -0.10 -0.99
O 0.15 -0.41 -2.02
H 0.67 -2.42 -0.04
H 1.03 -1.76 1.56
H 1.71 -0.99 0.13
H -1.25 -1.03 0.94
H -0.84 1.23 1.69
H 1.32 2.10 1.19
H -1.49 1.96 -0.55
H 0.22 1.85 -1.05
H -1.79 -0.36 -1.30
H 0.16 -1.36 -2.15
*
```

[4]
Entry from the Open Molecules 2025 dataset: the ion C5H12NO with charge -1 (wB97M-V/def2-TZVPD).

For the total energy, the calculation gives -8915.294 eV. For the energy above the lowest of the compared OMol25 structures with the same formula, charge and spin, the calculation gives 40.8 kcal/mol. The value obtained for the LUMO energy is 3.5560 eV. For the HOMO energy, the calculation gives -2.030 eV. Its frontier orbital gap is 5.59 eV. As for the SMILES: NCCCCC[O-].

```
! wB97M-V def2-TZVPD RIJCOSX def2/J DEFGRID3
* xyz -1 1
C -1.54 0.87 2.06
O -1.43 0.84 3.42
C -0.53 0.05 1.26
C -0.14 0.73 -0.06
C -0.24 -0.14 -1.30
C 0.87 -1.13 -1.38
N 2.21 -0.44 -1.56
H -2.56 0.43 1.67
H -1.55 1.98 1.74
H 0.33 -0.10 1.88
H -0.86 -0.95 1.19
H -0.90 1.49 -0.14
H 0.81 1.26 0.08
H -0.28 0.54 -2.25
H -1.23 -0.58 -1.38
H 0.98 -1.85 -0.46
H 0.72 -1.66 -2.37
H 2.70 -0.05 -0.75
H 2.62 -1.30 -1.66
*
```

[5]
Entry from the Open Molecules 2025 dataset: a cluster of 3 separate species, C6H15N3 in total (wB97M-V/def2-TZVPD).

For the total energy, the calculation gives -10931.708 eV. For the energy above the lowest of the compared OMol25 structures with the same formula, charge and spin, the calculation gives 96.9 kcal/mol. The value obtained for the LUMO energy is 0.6783 eV. For the HOMO energy, the calculation gives -7.472 eV. Its frontier orbital gap is 8.15 eV.

```
! wB97M-V def2-TZVPD RIJCOSX def2/J DEFGRID3
* xyz 0 1
C 0.01 -0.18 -0.46
C -0.42 0.12 1.91
C -1.97 -1.55 0.39
C -0.53 -0.08 -1.88
C 1.10 -1.22 -0.33
N -0.86 0.12 0.53
C 0.91 1.72 -0.27
N 2.22 1.67 0.10
N 0.33 2.79 -0.56
H 2.53 0.90 0.66
H 2.70 2.55 0.25
H -0.67 2.70 -0.75
H -1.30 0.01 2.54
H 0.01 1.10 2.14
H 0.29 -0.67 2.19
H -1.46 -2.32 0.97
H -2.84 -1.13 0.87
H -2.18 -1.87 -0.63
H -1.42 0.55 -1.90
H 0.23 0.35 -2.52
H -0.79 -1.07 -2.27
H 1.92 -0.96 -1.00
H 1.49 -1.32 0.68
H 0.72 -2.20 -0.64
*
```

[6]
Entry from the Open Molecules 2025 dataset: a structure of composition C5H12MgO3Sn (wB97M-V/def2-TZVPD).

For the total energy, the calculation gives -22793.884 eV. For the energy above the lowest of the compared OMol25 structures with the same formula, charge and spin, the calculation gives 0.0 kcal/mol. The value obtained for the LUMO energy (alpha / beta) is -0.0562 / -0.0614 eV. For the HOMO energy (alpha / beta), the calculation gives -4.058 / -4.061 eV. Its frontier orbital gap (alpha / beta) is 4.00 / 4.00 eV.

```
! wB97M-V def2-TZVPD RIJCOSX def2/J DEFGRID3
* xyz 0 1
O -1.40 1.30 0.47
Sn -2.91 2.18 -0.04
C -0.13 -2.63 2.14
O 0.05 -1.52 1.29
C 1.37 -0.94 1.23
C 1.33 0.25 0.30
C 1.32 -0.15 -1.17
O -0.04 -0.43 -1.56
C -0.41 -0.08 -2.88
Mg -1.26 -0.56 0.08
H -1.22 -2.76 2.27
H 0.29 -3.52 1.65
H 0.35 -2.45 3.12
H 2.03 -1.75 0.88
H 1.66 -0.65 2.25
H 2.18 0.90 0.50
H 0.34 1.40 0.55
H 1.89 -1.06 -1.43
H 1.72 0.69 -1.76
H -1.36 0.47 -2.82
H 0.27 0.65 -3.34
H -0.35 -0.99 -3.49
*
```

Question: What is the formula in the sixth record?
Answer: C5H12MgO3Sn

What did the second record say?
Entry from the Open Molecules 2025 dataset: a structure of composition C16H44ClN4O4Pd2 (wB97M-V/def2-TZVPD).

For the total energy, the calculation gives -50905.667 eV. For the energy above the lowest of the compared OMol25 structures with the same formula, charge and spin, the calculation gives 0.0 kcal/mol. The value obtained for the LUMO energy (alpha / beta) is -8.1540 / -13.1762 eV. For the HOMO energy (alpha / beta), the calculation gives -16.697 / -16.697 eV. Its frontier orbital gap (alpha / beta) is 8.54 / 3.52 eV.

```
! wB97M-V def2-TZVPD RIJCOSX def2/J DEFGRID3
* xyz 3 5
Pd -1.28 0.58 -2.81
Pd 2.85 -0.79 -1.43
Cl 0.21 -0.21 -1.00
C 1.41 -3.85 0.65
C 2.34 -2.62 0.94
C 3.01 -2.63 2.31
O 3.73 -1.43 2.35
C 4.24 -1.17 3.69
N 3.32 -2.65 -0.08
H 0.65 -3.91 1.43
H 1.97 -4.79 0.71
H 0.90 -3.79 -0.31
H 1.76 -1.70 0.86
H 3.67 -3.48 2.53
H 2.24 -2.67 3.08
H 4.75 -0.20 3.66
H 4.99 -1.83 4.13
H 3.50 -1.00 4.47
H 3.05 -3.48 -0.59
H 4.15 -3.00 0.38
C 0.23 2.44 2.40
C 1.06 3.41 1.54
C 2.13 4.18 2.37
O 1.64 5.13 3.27
C 2.65 5.97 3.84
N 1.68 2.55 0.47
H -0.78 2.22 2.05
H -0.02 2.86 3.37
H 0.79 1.52 2.57
H 0.52 4.16 0.98
H 2.74 4.52 1.53
H 2.65 3.37 2.88
H 2.21 6.78 4.42
H 3.29 6.39 3.07
H 3.34 5.43 4.49
H 1.73 3.15 -0.35
H 1.00 1.89 0.14
C -2.42 3.97 -0.26
C -2.04 2.57 -0.73
C -3.21 1.69 -0.59
O -2.86 0.40 -1.08
C -4.02 -0.49 -0.94
N -1.53 2.68 -2.06
H -3.22 4.39 -0.86
H -1.62 4.70 -0.35
H -2.76 3.96 0.78
H -1.23 2.25 -0.08
H -4.10 1.99 -1.15
H -3.52 1.71 0.46
H -4.26 -0.74 0.09
H -3.75 -1.43 -1.42
H -4.89 -0.23 -1.55
H -0.76 3.33 -2.14
H -2.30 3.18 -2.48
C -1.80 -3.36 -4.80
C -1.76 -2.40 -3.62
C -1.64 -3.12 -2.26
O -2.79 -3.88 -1.97
C -2.55 -4.60 -0.78
N -0.69 -1.43 -3.80
H -0.92 -3.98 -4.94
H -1.88 -2.84 -5.76
H -2.69 -3.99 -4.72
H -2.75 -1.96 -3.75
H -1.59 -2.46 -1.39
H -0.70 -3.67 -2.16
H -2.59 -3.95 0.09
H -1.66 -5.22 -0.70
H -3.32 -5.36 -0.69
H -0.69 -1.18 -4.78
H 0.19 -1.87 -3.59
*
```